Entry 1:
Here is a molecular structure, C29H22Cl2GeO4S3Zr from the OMol25 dataset. Energies are from wB97M-V/def2-TZVPD.

Structure (XYZ):
```
62
Properties=species:S:1:pos:R:3:nbo_charge:R:1
Zr 0.7959 -1.2278 0.0271 2.024
S 2.4903 3.2356 -0.2660 -0.046
C 1.9276 1.7079 -0.1629 -0.503
S 2.1016 0.6882 1.2474 -0.228
S 1.0428 0.9060 -1.4302 -0.186
Cl -5.0970 0.8008 4.1524 0.015
C -3.8921 0.3568 2.9814 -0.078
C -4.2220 0.3908 1.6173 -0.173
C -3.3045 0.0602 0.6555 -0.088
Cl -3.7488 0.0984 -1.0104 0.049
C -1.9823 -0.2969 1.0096 0.397
O -1.0913 -0.5469 0.1050 -0.757
C -1.6957 -0.3841 2.3878 -0.213
C -0.4579 -0.9279 2.8535 0.467
O 0.4552 -1.3545 2.1343 -0.658
C -2.6481 -0.0383 3.3680 -0.170
H -5.2200 0.6835 1.3190 0.247
H -0.3073 -0.9759 3.9372 0.166
H -2.3896 -0.0969 4.4178 0.232
O -0.0197 -2.1462 -1.7984 -0.702
C -0.3739 -3.1530 -1.1243 0.815
O -0.0960 -3.1759 0.1384 -0.773
C -0.7368 -4.4278 -1.7869 -0.500
C 0.6587 -4.9882 -2.2069 -0.818
Ge 2.2570 -4.5642 -1.1495 1.647
C 2.3279 -5.4293 0.5914 -0.486
C 2.8267 -6.7344 0.6449 -0.193
C 2.9337 -7.4200 1.8492 -0.216
C 2.5602 -6.8051 3.0346 -0.188
C 2.0711 -5.5068 3.0050 -0.237
C 1.9500 -4.8345 1.7966 -0.127
C 3.7071 -5.3260 -2.2069 -0.472
C 3.5705 -6.5717 -2.8270 -0.151
C 4.6043 -7.1232 -3.5728 -0.233
C 5.7996 -6.4324 -3.7158 -0.202
C 5.9543 -5.1942 -3.1107 -0.208
C 4.9171 -4.6474 -2.3652 -0.195
C 2.8397 -2.6584 -1.0328 -0.598
C 3.6366 -2.2866 0.0659 -0.189
C 4.5171 -1.2159 -0.0181 -0.181
C 4.6088 -0.4835 -1.1889 -0.171
C 3.8101 -0.8114 -2.2762 -0.171
C 2.9339 -1.8804 -2.1996 -0.182
H -1.3713 -4.2577 -2.6533 0.240
H -1.2232 -5.0894 -1.0749 0.238
H 0.8940 -4.6473 -3.2156 0.243
H 0.6355 -6.0783 -2.2204 0.243
H 3.1590 -7.2341 -0.2575 0.216
H 3.3200 -8.4316 1.8609 0.216
H 2.6519 -7.3321 3.9760 0.214
H 1.7779 -5.0161 3.9248 0.214
H 1.5346 -3.8365 1.8168 0.196
H 2.6462 -7.1336 -2.7397 0.194
H 4.4765 -8.0900 -4.0434 0.214
H 6.6072 -6.8565 -4.2988 0.216
H 6.8829 -4.6479 -3.2184 0.216
H 5.0649 -3.6794 -1.9007 0.212
H 3.6410 -2.9074 0.9552 0.230
H 5.1200 -0.9495 0.8392 0.231
H 5.2841 0.3598 -1.2489 0.234
H 3.8655 -0.2292 -3.1858 0.235
H 2.3582 -2.1639 -3.0717 0.234
```

As for the total energy: -153971.6535 eV. The lowest unoccupied orbital energy is -1.15 eV. Its net charge is 0. Its HOMO-LUMO gap is 6.277 eV. The HOMO energy is -7.42 eV. For the energy relative to the best compared isomer or geometry (same formula, charge and spin), the calculation gives 9.5 kcal/mol.

Entry 2:
Here is a molecular structure, C13H18FN5O3 from the OMol25 dataset. Energies are from wB97M-V/def2-TZVPD.

Structure (XYZ):
```
40
Properties=species:S:1:pos:R:3:nbo_charge:R:1
C -0.3563 -1.1793 -1.3195 -0.169
C 0.0071 0.1882 -0.7010 0.405
O -0.8519 0.2280 0.4208 -0.540
C -1.4529 -1.0096 0.5923 1.014
O -2.2392 -1.2788 1.4924 -0.592
O -0.9793 -1.8985 -0.2463 -0.460
F -0.4155 1.1289 -1.5497 -0.338
H 0.4331 -1.6563 -1.9005 0.285
H -1.1296 -1.0031 -2.0671 0.193
H 1.0510 0.3882 -0.4595 0.210
C -2.2543 1.8674 1.0999 -0.727
C -2.4880 1.9450 -0.3178 0.290
N -2.6678 1.9834 -1.4493 -0.348
H -1.4222 2.4254 1.5291 0.240
H -2.1974 0.8385 1.4551 0.289
H -3.2094 2.2837 1.4199 0.247
C 0.2297 3.4995 -0.0149 -0.710
C 1.1360 2.2940 0.0358 0.498
N 1.8072 1.3743 -0.0044 -0.519
H -0.7496 3.3460 -0.4683 0.284
H 0.7484 4.3176 -0.5147 0.267
H 0.1629 3.7121 1.0520 0.247
C 2.8272 -0.1835 0.7680 -0.739
C 2.2138 -1.1373 -0.1904 0.359
N 1.6990 -1.8570 -0.8816 -0.465
H 2.2287 0.0216 1.6555 0.233
H 2.9106 0.8129 0.3341 0.338
H 3.8024 -0.4754 1.1579 0.245
C -2.2606 -3.4005 2.1054 -0.746
C -2.2557 -2.4138 3.2104 0.315
N -2.1626 -1.7194 4.1121 -0.384
H -2.1036 -2.7092 1.2774 0.283
H -3.1841 -3.9413 1.8984 0.241
H -1.4730 -4.1416 2.2413 0.233
C 2.1363 -0.7423 -2.9052 -0.719
C 3.0775 0.0797 -2.1029 0.323
N 3.7379 0.6843 -1.3731 -0.360
H 2.2579 -0.5311 -3.9676 0.249
H 1.1500 -0.3278 -2.6969 0.242
H 2.2364 -1.8130 -2.7272 0.289
```

As for the total energy: -30069.5738 eV. The lowest unoccupied orbital energy is 0.39 eV. Its net charge is 0. Its HOMO-LUMO gap is 9.867 eV. The HOMO energy is -9.48 eV.

Entry 3:
Here is a molecular structure, C20H36NO2P3STc from the OMol25 dataset. Energies are from wB97M-V/def2-TZVPD.

Structure (XYZ):
```
64
Properties=species:S:1:pos:R:3:nbo_charge:R:1
P -1.9235 -1.4686 -3.1893 1.279
C -3.7174 -1.0528 -3.0166 -0.932
H -4.3200 -1.4196 -3.8542 0.304
H -3.7913 0.0379 -2.9719 0.269
H -4.0906 -1.4663 -2.0767 0.267
C -1.9277 -2.2689 -4.8522 -0.916
H -1.2986 -3.1646 -4.8328 0.278
H -1.5299 -1.5647 -5.5912 0.282
H -2.9543 -2.5201 -5.0934 0.298
C -1.8857 -2.9971 -2.1499 -0.947
H -1.9632 -3.9326 -2.7398 0.312
H -2.6950 -2.9619 -1.4076 0.273
H -0.9186 -2.9947 -1.6144 0.229
P 1.0131 -1.2086 4.1146 1.265
C -0.4655 -0.5416 4.9833 -0.952
H -0.4840 -0.9192 6.0173 0.304
H -1.3540 -0.8800 4.4296 0.265
H -0.4209 0.5562 4.9603 0.271
C 0.9811 -2.9593 4.6544 -0.961
H 1.9022 -3.4595 4.3191 0.268
H 0.1207 -3.4549 4.1794 0.269
H 0.8881 -2.9935 5.7528 0.306
C 2.3713 -0.4996 5.1269 -0.957
H 2.2189 -0.7869 6.1802 0.308
H 2.3481 0.5944 5.0102 0.271
H 3.3378 -0.8754 4.7565 0.266
P 0.2927 3.2557 -2.1937 1.331
C -0.4888 4.7655 -1.5060 -0.956
H 0.0913 5.6646 -1.7319 0.311
H -0.5792 4.6469 -0.4167 0.257
H -1.4987 4.8702 -1.9189 0.285
C 1.9560 3.3628 -1.3863 -0.964
H 2.3954 4.3782 -1.3635 0.319
H 2.6716 2.6854 -1.8667 0.249
H 1.8300 3.0093 -0.3522 0.241
C 0.6828 3.6270 -3.9492 -0.961
H 1.2208 4.5710 -4.0827 0.318
H -0.2477 3.6572 -4.5326 0.285
H 1.3026 2.7989 -4.3308 0.269
Tc 1.3930 -0.8214 0.5062 -0.016
C -0.2952 -1.6869 1.1459 0.656
O -1.3213 -2.1273 1.5139 -0.391
C 1.1808 0.7397 1.7418 0.651
O 1.0355 1.6685 2.4410 -0.395
C 3.4674 -0.4328 0.4733 -0.168
C 2.9218 -0.1744 -0.7817 -0.174
C 2.1273 -1.1305 -1.4131 -0.180
C 1.8750 -2.3656 -0.7884 -0.229
C 2.4070 -2.6153 0.4908 -0.156
C 3.1823 -1.6370 1.1295 -0.190
H 4.0348 0.3298 0.9888 0.286
H 3.0324 0.8075 -1.2208 0.253
H 1.5777 -0.8804 -2.3182 0.254
H 1.1751 -3.0612 -1.2318 0.267
H 2.1436 -3.5348 1.0206 0.287
H 3.5667 -1.8145 2.1275 0.279
S -3.3601 3.0918 0.1486 0.529
C -3.9209 1.4626 -0.0236 -0.408
C -2.9028 0.5780 0.3249 -0.096
N -1.6990 1.1696 0.6833 -0.510
C -1.7773 2.4956 0.6471 -0.177
H -4.9227 1.1799 -0.3484 0.286
H -3.0179 -0.4944 0.3496 0.214
H -0.9736 3.1631 0.9300 0.224
```

As for the total energy: -67764.4142 eV. As for the spin multiplicity: 4. The lowest unoccupied orbital energy (spin up / spin down) is -13.09 / -14.86 eV. Its net charge is +4. Its expectation value of S² is 3.790. Its HOMO-LUMO gap (spin up / spin down) is 6.617 / 4.836 eV. The HOMO energy (spin up / spin down) is -19.71 / -19.70 eV. For the energy relative to the best compared isomer or geometry (same formula, charge and spin), the calculation gives 9.7 kcal/mol.

Entry 4:
Here is a molecular structure, C48H86Br6O31Pb from the OMol25 dataset. Energies are from wB97M-V/def2-TZVPD.

Structure (XYZ):
```
172
Properties=species:S:1:pos:R:3:mulliken_charge:R:1
Pb 0.5410 -2.7155 29.6110 1.981
C 4.8696 -1.5827 31.0921 -0.694
C 5.8807 -2.3617 31.4904 0.505
C 5.8189 -3.8883 31.2792 -0.669
O 6.6878 -4.7695 31.5924 -0.496
C 4.8077 -4.4624 30.5610 -0.516
C 3.5781 -3.6642 30.2073 0.126
C 3.6371 -2.1056 30.5853 0.680
O 2.5290 -1.5337 30.5469 -0.259
O 2.5547 -4.0643 29.6568 -0.628
O 6.9291 -1.7684 32.0086 -0.905
H 4.9312 -0.5048 31.1213 0.574
H 4.7801 -5.5068 30.2877 0.761
C 4.2630 -8.0110 32.6964 -0.802
C 4.3517 -9.4592 32.2151 -0.347
O 5.6451 -9.9468 32.5097 -0.091
C 5.9895 -11.1383 32.0916 0.654
O 5.2484 -11.9547 31.4737 -0.619
O 7.2387 -11.3279 32.5314 -0.271
C 8.0270 -12.2744 31.9522 -0.775
H 3.3232 -7.5385 32.4107 0.477
H 5.0338 -7.3001 32.3988 -0.160
H 4.2748 -8.1121 33.7816 0.337
H 4.0963 -9.3337 31.1629 0.298
H 3.5016 -10.0079 32.6205 0.331
H 7.5558 -13.2430 32.1190 0.427
H 8.9325 -12.4295 32.5389 0.178
H 8.1722 -12.0735 30.8908 0.333
C 5.9466 -4.1107 23.0817 -0.904
C 5.5133 -5.5792 23.4226 -0.541
O 4.6934 -5.6262 24.4969 -0.308
C 3.3353 -5.6049 24.4320 0.435
O 2.5999 -5.5283 23.4468 -0.603
O 2.7974 -5.5647 25.7520 0.021
C 3.6067 -5.6067 26.9357 0.371
H 6.5795 -4.1589 22.1957 0.414
H 6.5952 -3.6062 23.7979 0.257
H 5.0972 -3.4556 22.8883 0.184
H 6.3461 -6.2039 23.7454 0.339
H 5.0300 -6.1083 22.6012 0.479
H 4.3098 -6.4095 26.7139 0.576
H 3.0739 -5.6590 27.8852 -0.455
H 4.1390 -4.6614 26.8301 -0.280
C -1.5349 3.5504 27.8388 -1.159
C -1.4261 3.0667 29.3166 -0.237
O -1.2993 1.6368 29.3906 -0.273
C -0.1153 0.9833 29.3690 0.375
O -0.0790 -0.2254 29.5243 -0.434
O 0.9326 1.7723 29.2211 -0.388
C 2.2144 1.1986 29.1201 -0.111
H -2.2024 2.8467 27.3414 0.295
H -0.5615 3.5709 27.3487 0.285
H -1.9646 4.5472 27.7396 0.412
H -2.3380 3.4850 29.7428 0.409
H -0.6155 3.6520 29.7508 0.246
H 2.2865 0.2819 28.5348 -0.285
H 2.7472 1.2147 30.0708 0.255
H 2.7986 1.8912 28.5142 0.453
C 15.1454 -6.7301 31.2389 -1.269
C 13.9384 -6.4933 32.0952 0.032
O 12.9933 -5.5860 31.5442 -0.339
C 11.9097 -5.2746 32.1796 0.868
O 11.5996 -5.6749 33.2959 -0.617
O 11.2189 -4.4792 31.3788 -0.315
C 9.9360 -3.9836 31.7780 -0.172
H 15.0694 -6.8933 30.1639 0.330
H 15.6800 -7.5600 31.7010 0.362
H 15.7264 -5.8313 31.4456 0.330
H 14.2600 -6.0953 33.0576 0.307
H 13.4762 -7.4703 32.2369 0.093
H 9.5052 -3.2543 31.0920 0.096
H 10.0316 -3.3508 32.6602 0.498
H 9.1534 -4.7266 31.9322 -0.210
C 5.4118 1.8113 32.8918 -1.020
C 4.3266 1.6016 33.9476 0.336
O 4.9469 1.7734 35.2299 -0.286
C 4.2610 1.4949 36.3718 0.710
O 3.1923 0.9212 36.4653 -0.588
O 4.9191 2.0779 37.4493 -0.299
C 4.6210 1.6609 38.7616 -0.623
H 6.1972 1.0613 32.7976 0.250
H 5.8214 2.8168 32.7961 0.462
H 4.9285 1.6944 31.9218 0.062
H 3.8213 0.6366 33.9085 -0.079
H 3.5670 2.3622 33.7675 0.371
H 5.1711 2.3737 39.3759 0.247
H 4.7760 0.5966 38.9382 0.249
H 3.5888 1.8792 39.0357 0.291
C 7.4976 -7.2411 34.4446 -1.414
C 8.1312 -7.4767 33.0482 1.436
O 9.1534 -8.4771 33.1973 -0.426
C 9.8040 -9.0047 32.1671 0.956
O 9.6273 -8.7400 30.9789 -0.668
O 10.7799 -9.7435 32.6765 -0.374
C 11.6188 -10.4536 31.8220 -0.723
H 6.6971 -6.5015 34.4269 0.210
H 8.2071 -6.7903 35.1384 0.429
H 7.0774 -8.1300 34.9150 0.349
H 8.4901 -6.5866 32.5314 -0.682
H 7.3709 -7.7991 32.3369 0.016
H 11.1920 -11.4432 31.6581 0.261
H 12.5597 -10.7347 32.2950 0.280
H 11.8020 -9.9713 30.8619 0.327
C -1.0723 -5.4515 23.2662 -1.196
C -0.9017 -6.1441 24.6259 -0.116
O -0.8593 -5.0400 25.6589 -0.251
C -0.3991 -5.2558 26.9489 0.397
O -0.3176 -4.3074 27.8344 -0.442
O -0.0749 -6.5961 27.1738 -0.308
C 0.5182 -6.9709 28.3445 -0.235
H -1.9539 -4.8150 23.1894 0.337
H -1.1504 -6.2661 22.5462 0.421
H -0.2092 -4.8064 23.1018 0.156
H -0.0080 -6.7566 24.5065 0.262
H -1.7958 -6.7540 24.7546 0.401
H 1.1687 -6.2082 28.7727 -0.181
H 1.0724 -7.9037 28.2405 0.306
H -0.2301 -7.1288 29.1212 0.345
C 1.8195 -1.4854 23.2430 -1.596
C 1.9254 -2.6767 24.1541 1.602
O 1.4788 -2.2995 25.3814 -0.209
C 2.2582 -2.0492 26.5517 0.234
O 1.7462 -1.8225 27.6290 -0.156
O 3.5841 -2.1237 26.2557 -0.417
C 4.4906 -1.8798 27.3111 0.012
H 2.6116 -0.7533 23.3999 0.357
H 0.8084 -1.0819 23.1885 0.327
H 1.8934 -1.9325 22.2517 0.465
H 2.9170 -3.1217 24.2368 -0.249
H 1.1822 -3.4063 23.8324 -0.671
H 4.6157 -0.8501 27.6458 0.490
H 5.4196 -2.2572 26.8835 0.162
H 4.1853 -2.5052 28.1499 -0.255
C -2.5416 -0.8484 35.6921 -1.024
C -3.1367 -0.8164 34.2768 -0.184
O -2.4146 -1.6251 33.2535 -0.319
C -1.2406 -1.3409 32.6133 0.367
O -0.7954 -2.0731 31.7157 -0.525
O -0.6383 -0.2482 33.0599 -0.362
C 0.7958 0.0079 32.8033 -0.286
H -2.5500 -1.8698 36.0725 0.310
H -3.0726 -0.1955 36.3848 0.351
H -1.4995 -0.5285 35.6880 0.261
H -3.2683 0.1870 33.8721 0.307
H -4.1238 -1.2582 34.4133 0.262
H 1.1320 0.7203 33.5568 0.364
H 0.9082 0.4374 31.8078 -0.029
H 1.3899 -0.8983 32.9215 0.250
Br 6.8169 2.3025 28.8914 -0.184
C 7.3498 0.3751 29.2311 -0.164
C 8.5013 -0.0592 28.3153 -0.499
Br 7.8276 -0.2893 26.4257 -0.171
H 6.5409 -0.3528 29.1672 -0.110
H 7.8121 0.3292 30.2172 0.425
H 8.9215 -1.0259 28.5928 0.204
H 9.1894 0.7811 28.2229 0.503
Br 7.0891 -4.8246 26.5852 -0.094
C 8.0435 -4.4692 28.2716 0.424
C 8.6977 -5.7299 28.8032 -0.420
Br 9.9897 -6.4019 27.4079 -0.206
H 7.4035 -3.9632 28.9943 -0.511
H 8.8287 -3.7674 27.9907 0.443
H 7.9969 -6.5492 28.9634 0.394
H 9.3628 -5.6503 29.6631 -0.026
Br 4.0829 -3.9884 36.4329 -0.167
C 5.4882 -3.3781 35.2242 -0.098
C 5.5322 -1.8510 35.3041 -0.486
Br 6.3111 -1.2258 37.0663 -0.172
H 5.1879 -3.7901 34.2607 -0.218
H 6.4291 -3.8710 35.4687 0.455
H 4.5887 -1.3337 35.1300 0.324
H 6.1878 -1.4831 34.5148 0.306
```

As for the total energy: -540142.2810 eV. The lowest unoccupied orbital energy is -0.36 eV. Its net charge is 0. Its HOMO-LUMO gap is 7.173 eV. The HOMO energy is -7.53 eV.

Entry 5:
Here is a gas-phase ion, C13H17BCl3NO4P (charge -1) from the OMol25 dataset. Energies are from wB97M-V/def2-TZVPD.

Structure (XYZ):
```
40
Properties=species:S:1:pos:R:3:nbo_charge:R:1
C 1.9807 3.5157 1.5393 -0.623
C 2.0298 2.1647 0.8700 -0.081
O 1.7206 1.1386 1.8322 -0.842
P 1.8309 -0.4358 1.4864 2.388
C 0.3023 -0.8038 0.6882 -0.868
C 0.2635 -1.4155 -0.4704 0.543
N -0.0408 -1.8146 -1.5838 -0.451
O 3.0468 -0.8825 0.7750 -1.091
O 1.6345 -1.0309 2.9695 -0.824
C 2.4260 -0.4814 4.0630 -0.059
C 2.5980 -1.5545 5.1091 -0.623
H 2.0722 4.2793 0.7655 0.222
H 1.0337 3.6646 2.0653 0.208
H 2.8089 3.6243 2.2433 0.193
H 1.2880 2.1390 0.0575 0.220
H 3.0193 1.9550 0.4410 0.189
H -0.6250 -0.5869 1.2219 0.277
H 3.4129 -0.1688 3.6809 0.188
H 1.8886 0.3884 4.4651 0.182
H 3.1392 -1.1372 5.9589 0.204
H 1.6311 -1.9286 5.4526 0.209
H 3.1797 -2.3900 4.7086 0.214
Cl -0.2818 3.2208 -1.4707 -0.300
B 0.0377 1.6185 -2.4116 0.491
Cl -0.7069 1.7730 -4.1349 -0.310
Cl 1.9075 1.3505 -2.6093 -0.322
O -0.5079 0.5241 -1.6674 -0.761
C -0.6566 -0.6934 -2.3364 0.226
C -2.1202 -0.9992 -2.5913 -0.065
C -2.4528 -2.2841 -3.0120 -0.198
C -3.7956 -2.6303 -3.1750 -0.223
C -4.8002 -1.6947 -2.8753 -0.230
C -4.4532 -0.4029 -2.4640 -0.238
C -3.1083 -0.0411 -2.3368 -0.128
H -0.1291 -0.6886 -3.3082 0.212
H -1.6365 -2.9932 -3.1701 0.224
H -4.0492 -3.6297 -3.5287 0.203
H -5.8510 -1.9725 -2.9789 0.202
H -5.2201 0.3395 -2.2387 0.206
H -2.8166 0.9644 -2.0301 0.236
```

As for the total energy: -70977.6241 eV. The lowest unoccupied orbital energy is 2.90 eV. Its net charge is -1. Its HOMO-LUMO gap is 9.296 eV. The HOMO energy is -6.40 eV. For the energy relative to the best compared isomer or geometry (same formula, charge and spin), the calculation gives 0.0 kcal/mol.

Q: What is the formula in the fifth record?
A: C13H17BCl3NO4P

Q: Among the records above, which one has the highest net charge?
A: C20H36NO2P3STc

Q: Among the records above, which one has the lowest total energy?
A: C48H86Br6O31Pb